No. 1
This record from the Open Molecules 2025 dataset describes a single C6H10O4 molecule. The level of theory is ωB97M-V with the def2-TZVPD basis set.

XYZ file:
```
20
Properties=species:S:1:pos:R:3:nbo_charge:R:1
C 1.135 -1.631 0.866 -0.742
C -0.048 -1.489 -0.027 0.610
O -0.609 -2.438 -0.571 -0.582
C -0.896 -0.171 0.047 0.168
C -0.823 0.577 1.366 -0.641
O -2.208 -0.531 -0.241 -0.728
C -0.256 0.474 -1.260 -0.545
C 0.842 1.495 -0.858 0.809
O 1.786 1.296 -0.138 -0.616
O 0.754 2.589 -1.622 -0.680
H 0.809 -1.636 1.904 0.248
H 1.641 -2.570 0.656 0.236
H 1.803 -0.783 0.733 0.267
H -1.444 1.465 1.284 0.228
H -1.206 -0.059 2.160 0.229
H 0.191 0.849 1.635 0.233
H -2.137 -1.487 -0.617 0.499
H -1.050 1.058 -1.731 0.254
H 0.166 -0.145 -2.055 0.256
H 1.549 3.138 -1.530 0.497
```

Values from the calculation:
- SMILES: CC(=O)[C@](C)(O)CC(=O)O
- LUMO energy: 0.6 eV
- Highest occupied orbital energy: -9.727 eV
- Spin multiplicity: 1
- DFT total energy: -14574.011 eV
- Energy above the lowest of the compared OMol25 structures with the same formula, charge and spin: 29.0 kJ/mol

=====

No. 2
This record from the Open Molecules 2025 dataset describes 2 unconnected molecules or ions with the total composition C6H10OPS2. The level of theory is ωB97M-V with the def2-TZVPD basis set.

XYZ file:
```
20
Properties=species:S:1:pos:R:3:nbo_charge:R:1
C 1.166 -0.489 1.886 -0.309
C 1.820 -0.110 0.760 -0.032
C -0.151 -0.027 1.945 0.054
C 0.963 0.772 0.065 -0.517
C -0.343 0.936 0.794 -0.528
C 0.212 2.346 -3.483 -0.305
O 0.048 1.845 -2.124 -0.755
P 1.363 1.153 -1.593 1.341
S -1.612 -3.410 2.430 -0.141
S -1.869 -3.365 0.425 -0.135
H 1.519 -1.199 2.607 0.251
H 2.904 -0.153 0.605 0.261
H -0.786 -0.198 2.910 0.272
H -1.234 0.711 0.211 0.287
H -0.463 1.946 1.319 0.305
H -0.865 2.394 -3.791 0.227
H 0.775 1.721 -4.181 0.214
H 0.523 3.355 -3.656 0.222
H -2.843 -3.809 2.813 0.149
H -1.124 -4.421 0.061 0.139
```

Values from the calculation:
- LUMO energy: -5.9 eV
- Highest occupied orbital energy: -12.017 eV
- Spin multiplicity: 1
- DFT total energy: -39381.880 eV
- Energy above the lowest of the compared OMol25 structures with the same formula, charge and spin: 0.0 kJ/mol
- Total charge: +1

=====

No. 3
This record from the Open Molecules 2025 dataset describes a single C6H10OS molecule. The level of theory is ωB97M-V with the def2-TZVPD basis set.

XYZ file:
```
18
Properties=species:S:1:pos:R:3:nbo_charge:R:1
C -1.943 -0.854 -0.009 -0.590
C -0.650 0.119 0.281 -0.147
C -0.750 1.509 -0.212 0.430
O -0.189 2.611 0.149 -0.567
C 0.395 -0.346 -0.885 -0.367
C 1.432 -0.495 0.276 -0.234
S 3.219 0.248 -0.076 -0.120
C 0.382 -0.056 1.264 -0.475
H -2.306 -0.637 -1.149 0.214
H -1.595 -1.864 -0.022 0.218
H -2.849 -0.560 0.573 0.229
H -1.556 1.408 -1.072 0.113
H 0.083 -1.372 -1.130 0.206
H 0.593 0.198 -1.684 0.218
H 1.813 -1.602 0.304 0.225
H 3.081 1.648 -0.194 0.150
H 0.284 -0.951 1.844 0.233
H 0.553 0.995 1.741 0.265
```

Values from the calculation:
- SMILES: C[C@]1(C=O)C[C@@H](S)C1
- LUMO energy: 0.7 eV
- Highest occupied orbital energy: -9.101 eV
- Spin multiplicity: 1
- DFT total energy: -19263.109 eV
- Energy above the lowest of the compared OMol25 structures with the same formula, charge and spin: 378.3 kJ/mol

=====

No. 4
This record from the Open Molecules 2025 dataset describes a single C6H10OS molecule. The level of theory is ωB97M-V with the def2-TZVPD basis set.

XYZ file:
```
18
Properties=species:S:1:pos:R:3:nbo_charge:R:1
C -0.483 -1.042 0.116 -0.418
C 0.810 -0.646 0.686 -0.339
C 1.035 -0.685 2.013 0.178
C -0.424 2.360 -0.003 -0.525
C -1.111 -0.036 -0.843 -0.419
C -0.352 0.178 -2.056 -0.621
O 2.154 -0.270 2.595 -0.656
S -1.686 1.300 0.066 0.487
H -0.347 -1.949 -0.524 0.208
H -1.234 -1.453 0.916 0.221
H 1.563 -0.261 0.070 0.196
H 0.502 -1.319 2.631 0.173
H -0.845 3.294 0.564 0.148
H -2.067 -0.346 -1.122 0.214
H -0.686 1.107 -2.514 0.234
H -0.230 -0.721 -2.635 0.221
H 0.623 0.457 -1.757 0.221
H 2.778 0.031 1.798 0.475
```

Values from the calculation:
- LUMO energy: 0.2 eV
- Highest occupied orbital energy: -8.338 eV
- Spin multiplicity: 1
- DFT total energy: -19262.341 eV
- Energy above the lowest of the compared OMol25 structures with the same formula, charge and spin: 452.4 kJ/mol

=====

No. 5
This record from the Open Molecules 2025 dataset describes a molecular structure, C6H10OS. The level of theory is ωB97M-V with the def2-TZVPD basis set.

XYZ file:
```
18
Properties=species:S:1:pos:R:3:nbo_charge:R:1
C 0.479 1.570 -0.656 -0.678
C -0.168 0.732 0.564 -0.290
C 0.819 -0.435 0.634 -0.219
C 0.353 -1.468 -0.371 -0.202
C -0.907 -1.382 -0.544 -0.217
C -1.405 -0.200 0.274 0.099
H 1.456 2.124 -0.200 0.238
H 0.967 0.919 -1.569 0.249
H -0.413 2.268 -1.419 0.228
H -0.031 1.229 1.506 0.223
H 0.971 -0.734 1.620 0.215
H 3.352 -1.231 0.053 0.146
H 0.922 -2.442 -0.552 0.226
H -1.783 -1.745 -1.054 0.243
H -1.529 -0.519 1.411 0.140
H -3.072 0.983 0.559 0.479
O -2.640 0.304 -0.184 -0.714
S 2.628 0.025 -0.073 -0.166
```

Values from the calculation:
- LUMO energy: 0.6 eV
- Highest occupied orbital energy: -8.795 eV
- Spin multiplicity: 1
- DFT total energy: -19262.155 eV
- Energy above the lowest of the compared OMol25 structures with the same formula, charge and spin: 470.3 kJ/mol

=====

No. 6
This record from the Open Molecules 2025 dataset describes a molecular structure, C6H10OSi. The level of theory is ωB97M-V with the def2-TZVPD basis set.

XYZ file:
```
18
Properties=species:S:1:pos:R:3:nbo_charge:R:1
C 0.312 -3.006 0.349 -0.319
C -0.029 -2.093 -0.707 -0.271
C 0.150 -2.290 1.527 0.099
C -0.211 -0.864 -0.124 -0.201
C 1.812 1.937 -0.621 -0.901
C -1.741 1.797 0.319 -1.061
O -0.172 -0.972 1.259 -0.418
Si -0.424 0.847 -0.690 1.251
H 0.573 -4.061 0.236 0.236
H -0.013 -2.488 -1.750 0.243
H 0.089 -2.465 2.587 0.210
H 1.608 2.922 -0.872 0.188
H 2.104 2.117 0.414 0.206
H 2.464 1.653 -1.363 0.199
H -1.442 2.767 0.348 0.236
H -2.739 1.563 -0.086 0.241
H -1.790 1.518 1.295 0.239
H -0.552 1.120 -2.121 -0.174
```

Values from the calculation:
- LUMO energy: 0.9 eV
- Highest occupied orbital energy: -8.362 eV
- Spin multiplicity: 1
- DFT total energy: -16306.348 eV
- Energy above the lowest of the compared OMol25 structures with the same formula, charge and spin: 285.0 kJ/mol

=====

No. 7
This record from the Open Molecules 2025 dataset describes a single C6H10S molecule. The level of theory is ωB97M-V with the def2-TZVPD basis set.

XYZ file:
```
17
Properties=species:S:1:pos:R:3:nbo_charge:R:1
C -0.737 -1.457 -0.176 -0.616
C -0.485 0.082 -0.028 -0.065
C -1.326 0.893 -1.053 -0.588
C -0.096 0.716 1.264 -0.430
C 0.886 0.637 0.076 -0.238
C 2.366 -0.349 0.461 -0.253
S 3.583 -0.020 -0.472 0.091
H -1.630 -1.705 -0.683 0.213
H -0.765 -2.074 0.716 0.214
H -0.008 -1.970 -0.704 0.213
H -1.449 1.997 -0.865 0.217
H -2.264 0.404 -0.950 0.206
H -0.978 0.643 -1.993 0.209
H -0.049 0.213 2.188 0.221
H -0.581 1.628 1.556 0.213
H 1.368 1.299 -0.579 0.228
H 2.166 -0.938 1.239 0.166
```

Values from the calculation:
- SMILES: CC1(C)C[C@H]1C=S
- LUMO energy: 0.0 eV
- Highest occupied orbital energy: -8.336 eV
- Spin multiplicity: 1
- DFT total energy: -17215.753 eV
- Energy above the lowest of the compared OMol25 structures with the same formula, charge and spin: 373.4 kJ/mol

=====

No. 8
This record from the Open Molecules 2025 dataset describes 2 unconnected molecules or ions with the total composition C6H10S. The level of theory is ωB97M-V with the def2-TZVPD basis set.

XYZ file:
```
17
Properties=species:S:1:pos:R:3:nbo_charge:R:1
C -1.584 0.732 0.945 -0.609
C -0.198 0.253 0.921 -0.053
C 0.776 0.245 1.972 -0.389
C 1.168 0.586 0.529 -0.205
C 0.506 -0.789 0.061 -0.375
H -2.188 0.412 1.668 0.215
H -2.207 0.529 0.046 0.219
H -1.657 1.826 1.067 0.213
H 0.678 1.121 2.605 0.198
H 1.116 -0.699 2.418 0.190
H 1.663 1.380 0.187 0.217
H 0.874 -1.685 0.469 0.197
H 0.285 -0.684 -0.955 0.194
C 0.252 -0.887 -2.911 -0.503
S -0.705 0.127 -3.568 0.118
H 0.001 -1.870 -2.677 0.189
H 1.221 -0.598 -2.777 0.184
```

Values from the calculation:
- SMILES: C[C@]12C[C@H]1C2.C=S
- LUMO energy: -0.1 eV
- Highest occupied orbital energy: -8.812 eV
- Spin multiplicity: 1
- DFT total energy: -17214.694 eV
- Energy above the lowest of the compared OMol25 structures with the same formula, charge and spin: 475.6 kJ/mol

=====

No. 9
This record from the Open Molecules 2025 dataset describes 2 unconnected molecules or ions with the total composition C6H10S. The level of theory is ωB97M-V with the def2-TZVPD basis set.

XYZ file:
```
17
Properties=species:S:1:pos:R:3:nbo_charge:R:1
C 2.560 -0.497 0.620 -0.460
C 1.341 -0.708 0.980 -0.114
C -0.252 1.834 0.438 -0.441
C -0.124 1.131 -0.855 -0.464
C -0.307 0.380 0.376 -0.188
C -1.936 -1.563 -0.528 -0.754
S -1.816 -0.385 0.846 0.253
H 3.396 -1.348 0.722 0.215
H 2.997 0.545 0.431 0.211
H 0.898 -1.614 1.191 0.176
H 0.600 2.394 0.701 0.216
H -1.114 2.430 0.423 0.221
H -0.966 1.456 -1.567 0.213
H 0.713 1.058 -1.494 0.227
H -1.584 -0.883 -1.431 0.237
H -3.086 -1.844 -0.594 0.235
H -1.320 -2.385 -0.260 0.215
```

Values from the calculation:
- LUMO energy: 0.9 eV
- Highest occupied orbital energy: -8.311 eV
- Spin multiplicity: 1
- DFT total energy: -17214.409 eV
- Energy above the lowest of the compared OMol25 structures with the same formula, charge and spin: 503.1 kJ/mol

=====

No. 10
This record from the Open Molecules 2025 dataset describes a single C6H10S2 molecule. The level of theory is ωB97M-V with the def2-TZVPD basis set.

XYZ file:
```
18
Properties=species:S:1:pos:R:3:nbo_charge:R:1
C -0.435 -0.731 -2.002 -0.623
C 0.141 -0.584 -0.551 -0.127
S 0.630 -2.142 0.221 0.115
C -0.728 -1.013 0.660 -0.299
C -0.450 -0.132 1.851 -0.434
C 0.760 0.715 1.413 -0.417
C 0.807 0.704 -0.152 -0.309
S -0.283 2.091 -0.740 -0.071
H 0.259 -0.547 -2.772 0.214
H -0.791 -1.752 -2.147 0.224
H -1.303 -0.068 -2.115 0.225
H -1.719 -1.406 0.373 0.238
H -0.266 -0.733 2.763 0.226
H -1.264 0.503 2.144 0.220
H 1.656 0.198 1.710 0.224
H 0.842 1.706 1.832 0.229
H 1.793 0.859 -0.561 0.232
H 0.351 2.330 -1.928 0.134
```

Values from the calculation:
- SMILES: C[C@]12S[C@H]1CC[C@@H]2S
- LUMO energy: 0.7 eV
- Highest occupied orbital energy: -8.680 eV
- Spin multiplicity: 1
- DFT total energy: -28054.168 eV
- Energy above the lowest of the compared OMol25 structures with the same formula, charge and spin: 16.6 kJ/mol

=====

No. 11
This record from the Open Molecules 2025 dataset describes a molecular structure, C6H10S2. The level of theory is ωB97M-V with the def2-TZVPD basis set.

XYZ file:
```
18
Properties=species:S:1:pos:R:3:nbo_charge:R:1
C -0.644 0.379 2.199 -0.651
C -1.110 0.917 0.825 -0.526
C -0.670 -1.296 -0.764 -0.544
C 0.314 -0.280 -1.331 -0.259
C 1.874 -0.201 -1.696 -0.402
C 1.238 0.316 -0.413 -0.368
H 0.312 -0.243 2.229 0.225
H -0.362 1.506 2.630 0.232
H -1.509 0.116 2.892 0.231
H -1.973 1.549 0.915 0.250
H -1.073 -1.960 -1.576 0.235
H -0.278 -1.817 0.191 0.225
H -0.339 0.225 -2.192 0.246
H 2.374 -1.255 -1.637 0.229
H 2.093 0.430 -2.476 0.224
H 1.385 -0.160 0.476 0.212
S -1.945 -0.051 -0.432 0.253
S 0.314 1.826 0.163 0.189
```

Values from the calculation:
- LUMO energy: 0.8 eV
- Highest occupied orbital energy: -8.169 eV
- Spin multiplicity: 1
- DFT total energy: -28050.445 eV
- Energy above the lowest of the compared OMol25 structures with the same formula, charge and spin: 375.8 kJ/mol

=====

No. 12
This record from the Open Molecules 2025 dataset describes 2 unconnected molecules or ions with the total composition C6H10S3. The level of theory is ωB97M-V with the def2-TZVPD basis set.

XYZ file:
```
19
Properties=species:S:1:pos:R:3:nbo_charge:R:1
C -2.978 -0.816 0.417 -0.377
C 3.650 0.502 0.305 -0.518
C -2.628 0.110 -0.461 -0.203
C 3.013 0.293 -0.791 -0.076
C -1.838 1.310 -0.109 -0.551
C 0.537 -0.272 0.040 -0.607
S 0.188 -1.873 -0.642 0.056
S 0.807 -0.219 1.770 0.090
S -0.083 1.165 -0.728 0.253
H -3.527 -1.694 0.127 0.201
H -2.727 -0.728 1.462 0.192
H 4.702 0.761 0.388 0.212
H 3.133 0.439 1.264 0.213
H -2.875 0.000 -1.508 0.203
H 3.098 0.263 -1.848 0.189
H -1.779 1.476 0.966 0.220
H -2.193 2.207 -0.616 0.234
H 0.214 -1.463 -1.911 0.135
H 1.285 -1.463 1.877 0.132
```

Values from the calculation:
- LUMO energy (spin up / spin down): -0.1 / 0.5 eV
- Highest occupied orbital energy (spin up / spin down): -7.913 / -7.240 eV
- Spin multiplicity: 1
- DFT total energy: -38884.812 eV
- Energy above the lowest of the compared OMol25 structures with the same formula, charge and spin: 226.8 kJ/mol

=====

Maximum force across the listed records, respectively: 3.513 4.004 6.217 4.108 5.337 4.890 7.374 6.284 5.500 2.351 5.055 1.679 eV Å⁻¹.